# 1
{
  "formula": "C33H78ClN10O13",
  "method": "ωB97M-V/def2-TZVPD",
  "total_energy_ev": -89521.3339,
  "homo_energy_ev": -6.85,
  "total_charge": -1,
  "orbital_gap_ha": 0.3293,
  "spin_multiplicity": 1,
  "de_lowest_kj_mol": 0.0,
  "elements": ["Cl", "O", "O", "O", "O", "C", "C", "N", "C", "C", "C", "C", "H", "H", "H", "H", "H", "H", "H", "H", "H", "H", "H", "H", "H", "H", "H", "C", "O", "N", "C", "C", "H", "H", "H", "H", "H", "H", "H", "C", "O", "N", "C", "C", "H", "H", "H", "H", "H", "H", "H", "C", "O", "N", "C", "C", "H", "H", "H", "H", "H", "H", "H", "C", "O", "N", "C", "C", "H", "H", "H", "H", "H", "H", "H", "C", "O", "N", "C", "C", "H", "H", "H", "H", "H", "H", "H", "C", "O", "N", "C", "C", "H", "H", "H", "H", "H", "H", "H", "C", "O", "N", "C", "C", "H", "H", "H", "H", "H", "H", "H", "C", "O", "N", "C", "C", "H", "H", "H", "H", "H", "H", "H", "C", "O", "N", "C", "C", "H", "H", "H", "H", "H", "H", "H"],
  "coordinates": [[-3.481, 15.472, 7.616], [-3.843, 16.322, 6.510], [-3.711, 16.142, 8.873], [-4.212, 14.198, 7.492], [-2.081, 15.230, 7.592], [4.299, 13.375, 7.148], [3.253, 13.791, 6.096], [1.874, 13.680, 6.610], [1.492, 14.623, 7.660], [1.771, 16.081, 7.192], [1.496, 12.315, 7.062], [1.688, 11.192, 5.996], [4.127, 13.981, 8.037], [5.348, 13.484, 6.870], [4.193, 12.351, 7.504], [3.413, 14.790, 5.690], [3.357, 13.143, 5.227], [0.456, 14.420, 7.932], [2.044, 14.366, 8.564], [1.245, 16.700, 7.920], [2.843, 16.252, 7.288], [1.504, 16.326, 6.164], [0.477, 12.210, 7.434], [2.043, 11.956, 7.934], [1.105, 10.289, 6.178], [2.686, 10.882, 5.685], [1.216, 11.486, 5.059], [0.727, 19.907, 8.228], [1.317, 20.226, 9.264], [-0.394, 19.218, 8.140], [-0.777, 18.587, 6.929], [-1.013, 18.684, 9.322], [1.200, 20.054, 7.245], [-0.309, 17.616, 6.766], [-0.508, 19.162, 6.044], [-1.847, 18.379, 6.919], [-2.059, 18.448, 9.129], [-0.549, 17.759, 9.664], [-0.989, 19.479, 10.067], [-2.954, 17.923, 12.010], [-2.355, 18.950, 12.391], [-3.101, 16.917, 12.848], [-3.936, 15.771, 12.422], [-2.624, 16.835, 14.308], [-3.261, 17.761, 10.966], [-4.949, 15.962, 12.777], [-3.647, 14.799, 12.821], [-4.065, 15.691, 11.342], [-3.463, 16.756, 14.999], [-1.950, 15.979, 14.305], [-2.061, 17.731, 14.569], [0.052, 13.455, 3.522], [0.376, 12.547, 2.766], [-0.532, 14.599, 3.129], [-1.075, 15.538, 4.099], [-0.905, 14.873, 1.794], [0.111, 13.360, 4.618], [-0.735, 16.563, 3.953], [-0.720, 15.236, 5.084], [-2.162, 15.599, 4.046], [-0.384, 14.275, 1.048], [-1.988, 14.768, 1.722], [-0.652, 15.884, 1.473], [-0.065, 13.488, 12.766], [0.504, 13.904, 13.740], [-0.323, 14.174, 11.637], [-1.207, 13.641, 10.596], [0.193, 15.523, 11.350], [-0.546, 12.497, 12.785], [-1.670, 12.676, 10.802], [-0.627, 13.517, 9.681], [-2.002, 14.341, 10.339], [0.992, 15.589, 10.611], [-0.642, 16.188, 11.129], [0.681, 15.954, 12.225], [-6.093, 19.370, 7.172], [-7.110, 19.484, 6.463], [-5.272, 20.385, 7.631], [-4.117, 20.072, 8.502], [-5.599, 21.813, 7.493], [-5.664, 18.403, 7.476], [-3.972, 19.013, 8.719], [-4.241, 20.584, 9.456], [-3.272, 20.537, 7.995], [-5.932, 22.210, 8.452], [-4.690, 22.268, 7.099], [-6.291, 21.959, 6.664], [-6.571, 14.693, 1.780], [-7.669, 14.745, 1.279], [-6.280, 14.810, 3.128], [-4.930, 14.604, 3.580], [-7.318, 14.915, 4.136], [-5.685, 14.545, 1.144], [-4.247, 14.536, 2.733], [-4.850, 13.655, 4.111], [-4.610, 15.439, 4.202], [-7.372, 14.114, 4.873], [-7.294, 15.821, 4.742], [-8.240, 14.806, 3.564], [-2.136, 11.199, 8.019], [-2.170, 10.528, 9.022], [-2.154, 10.739, 6.778], [-1.991, 11.585, 5.616], [-2.329, 9.322, 6.387], [-1.926, 12.280, 7.984], [-2.965, 12.062, 5.507], [-1.811, 11.012, 4.706], [-1.195, 12.313, 5.774], [-2.298, 8.685, 7.271], [-3.218, 9.065, 5.811], [-1.491, 9.104, 5.725], [-7.675, 14.676, 8.104], [-8.514, 14.367, 7.260], [-7.793, 14.383, 9.411], [-7.023, 15.012, 10.520], [-8.956, 13.644, 10.011], [-6.797, 15.328, 7.981], [-6.179, 15.587, 10.141], [-6.571, 14.314, 11.225], [-7.670, 15.682, 11.086], [-9.501, 12.962, 9.358], [-8.532, 12.928, 10.715], [-9.636, 14.380, 10.440], [-5.311, 9.423, 9.135], [-5.857, 8.390, 8.865], [-5.979, 10.599, 9.326], [-5.246, 11.783, 9.858], [-7.450, 10.787, 9.093], [-4.218, 9.500, 9.241], [-4.164, 11.718, 9.744], [-5.485, 11.962, 10.906], [-5.500, 12.631, 9.222], [-7.831, 11.056, 10.079], [-7.677, 11.659, 8.481], [-7.997, 9.862, 8.909]],
  "mulliken_charge": [1.386, -0.695, -0.387, -0.526, -0.455, -1.054, -0.934, 0.704, 0.385, -1.475, -0.119, -1.421, 0.208, 0.427, 0.261, 0.546, 0.442, -0.808, 0.692, 0.114, 0.460, 0.292, -0.232, 0.593, 0.423, 0.347, 0.222, 0.011, -0.615, 0.445, -0.493, -0.361, 0.288, -0.102, 0.504, -0.007, -0.545, 0.276, 0.415, 0.223, -0.714, 0.197, -0.669, -0.915, 0.342, 0.471, 0.413, -0.290, 0.305, 0.297, 0.316, 0.596, -0.700, 0.170, -0.014, -0.997, -0.093, 0.298, -0.322, -0.054, 0.332, 0.216, 0.324, 0.118, -0.596, 0.294, 0.059, -0.660, 0.356, 0.321, -0.279, -0.146, 0.067, 0.065, 0.368, 0.378, -0.674, 0.152, -0.239, -1.051, 0.151, -0.450, 0.321, 0.356, 0.324, 0.348, 0.342, 0.142, -0.570, 0.170, -0.230, -0.902, 0.281, -0.333, 0.467, 0.039, 0.336, 0.225, 0.339, 0.651, -0.697, 0.289, -0.917, -1.207, -0.075, 0.623, 0.503, -0.180, 0.358, 0.346, 0.417, 0.340, -0.695, 0.383, -0.531, -1.261, 0.257, -0.248, 0.288, 0.464, 0.321, 0.414, 0.355, 0.106, -0.642, 0.127, 0.298, -0.882, 0.454, -0.468, 0.276, -0.137, 0.231, 0.239, 0.368]
}



# 2
{
  "formula": "C2H6N2OS",
  "method": "ωB97M-V/def2-TZVPD",
  "total_energy_ev": -18031.4412,
  "homo_energy_ev": -9.76,
  "orbital_gap_ha": 0.3793,
  "spin_multiplicity": 1,
  "de_lowest_kj_mol": 324.6,
  "elements": ["C", "C", "N", "N", "O", "S", "H", "H", "H", "H", "H", "H"],
  "coordinates": [[-0.702, 1.071, 0.038], [-1.332, -1.153, -0.428], [2.420, 1.046, 0.053], [-0.473, -0.069, -0.353], [1.952, -1.196, 0.881], [1.928, -0.334, -0.271], [0.095, 1.838, -0.030], [2.472, 1.508, 0.932], [-1.754, 1.545, 0.457], [-2.370, -0.962, -0.279], [-1.054, -1.555, -1.398], [-1.182, -1.740, 0.399]],
  "mulliken_charge": [-0.235, -0.865, -0.526, -0.260, -0.509, 0.622, 0.318, 0.278, 0.184, 0.383, 0.278, 0.330]
}